# 1
# C21H37Br6Cl2N2O2S

3 unconnected molecules or ions with the total composition C21H37Br6Cl2N2O2S (wB97M-V/def2-TZVPD, the OMol25 dataset).

Output
**Kohn-Sham gap**: 9.165 eV
**LUMO level**: -2.5 eV

Structure (ORCA input):
```
! wB97M-V def2-TZVPD RIJCOSX def2/J DEFGRID3
* xyz 1 1
H 2.80358 -0.76770 -0.32625
C -2.21431 -4.86072 -2.81015
H 3.03350 -0.49252 1.33518
C 2.72671 1.25632 0.13897
H -0.61702 1.96484 3.62413
H -3.35931 8.72911 -3.01803
C -1.10838 1.35011 -1.89021
H -2.10172 7.52539 -1.09767
O 2.67158 1.68360 -1.01513
H -2.41070 3.06546 -2.22981
H 6.46941 -1.09758 5.32437
C 0.85679 -0.82925 -1.72841
Cl -0.19676 3.78699 -2.67029
H -1.58921 6.32875 -2.30365
H 1.66138 -4.01086 -1.50476
C 5.66551 -1.72615 4.94936
Br 4.13883 -1.34788 6.09289
H -1.39281 3.19484 -0.77049
Br -4.01837 6.13012 -1.79574
H 1.64694 -0.09580 -1.80792
H -0.21988 -2.57169 2.57859
H 0.56180 1.36020 1.80238
C -2.45668 8.13697 -3.12098
C -0.46309 0.91302 -0.57618
N 1.10796 -3.20206 -1.23580
C -1.12347 -2.60160 0.62353
H -1.18551 -3.49553 0.03424
H 5.92168 -2.76898 5.10006
C 0.96808 -0.57803 0.83842
H -1.20642 1.10517 0.18895
H -1.97173 0.97821 4.21428
H -0.44092 1.26203 -2.73111
C -1.45089 2.85247 -1.79136
O 1.19545 -1.89302 1.28791
Br -2.48986 7.36259 -4.90419
H -2.16277 1.91585 2.78498
H -1.18939 -4.60863 -2.55751
H -2.95720 -4.75544 -0.76763
C 0.09334 -2.71300 1.55210
H -1.62819 -1.16523 -2.41140
C -3.17402 -4.35442 -1.75083
S -3.33931 -2.55069 -1.66251
N -1.17596 -1.43355 -0.33509
H -1.58831 8.79088 -3.10178
Br 1.53575 0.02301 3.62138
C 2.42343 -0.18661 0.49928
H -1.72284 0.01602 1.70438
C -1.64362 -1.95131 -1.67910
Br 4.23683 -2.75181 2.68511
Br 3.32192 2.50864 1.51714
H -1.07862 -0.75450 3.11828
H -2.46268 -4.44256 -3.77435
H -2.26886 -5.94036 -2.83993
H 0.44021 -3.73360 1.48676
C 5.37789 -1.40363 3.50962
H 2.27218 -2.24320 -2.61943
H -1.95429 -0.85027 -0.02837
Cl -2.59205 -2.67480 1.62812
C 0.07197 -0.54018 -0.45409
H 4.87402 -0.44828 3.39101
H -4.17348 -4.68324 -2.00304
C -1.44196 1.32911 3.34241
C 0.44950 0.30570 1.99771
H 0.28503 -0.67984 -2.63620
C 1.48525 -2.17883 -1.87253
C -2.33568 7.07737 -2.06060
H -0.99084 -2.73996 -2.01171
H 0.33156 1.61984 -0.38735
H -2.04116 0.83981 -2.11119
C -0.98597 0.11789 2.49414
H 6.29611 -1.40703 2.92707
*
```

Results of the Löwdin charge analysis, in e, for atoms 1 through 2:
1 H 0.122
2 C -0.134

# 2
# C21H37ClCrN3O7S

A molecular structure, C21H37ClCrN3O7S (wB97M-V/def2-TZVPD, the OMol25 dataset).

Output
**Kohn-Sham gap (spin up / spin down)**: 3.599 / 5.477 eV
**LUMO level (spin up / spin down)**: 2.4 / 2.4 eV

Structure (ORCA input):
```
! wB97M-V def2-TZVPD RIJCOSX def2/J DEFGRID3
* xyz -1 5
H 5.14904 -2.53011 2.14208
H 1.73516 -2.76101 -0.13321
Cl 0.59920 -1.30902 -1.71646
H 5.60957 -2.53718 0.42166
O -0.40871 -3.43673 -0.18394
H 2.47696 -4.66756 0.80290
H -0.17889 2.94024 1.86830
C -1.15630 0.35568 -2.46360
C -1.15698 -1.90699 -3.69017
C 3.52020 -4.34224 0.91768
H -2.94988 1.04282 3.01016
H 4.68530 -1.15112 1.09036
H 2.27068 5.43390 -1.98173
H 4.13634 -4.80889 0.13966
O 1.89976 1.35278 -0.82819
C -3.38707 0.20910 0.27205
H -2.55140 -0.01587 0.93393
N 2.60543 3.48302 -1.27187
H -1.91934 -2.14066 -4.42628
C -1.69259 1.21721 -1.31913
N 3.57702 -2.88780 0.80761
C 0.04228 0.95743 -3.13230
C 3.66421 3.04783 -2.17781
C -1.68159 -0.90471 -2.70137
S -0.71004 -2.85564 1.07930
H -0.26558 -1.53398 -4.19980
H 4.63928 3.14188 -1.68311
O 0.94574 1.20292 1.80461
C 2.46652 4.91309 -1.03410
H -1.26327 -0.43012 3.86930
H -0.89128 -2.83987 -3.17297
H 1.36630 -3.29996 2.65770
H -6.77153 -0.11432 0.03108
O 2.35824 -0.95218 0.64473
H 3.38771 5.31531 -0.59153
H -0.07305 2.02965 -3.15834
H 3.48629 2.01103 -2.46162
H 0.87998 3.04740 -0.20777
C 4.83158 -2.23045 1.13621
C 0.41450 -3.78245 2.46519
N -0.91217 1.49160 3.13477
H -6.32029 1.09519 -2.10232
C -5.75275 0.16320 -0.23538
C -0.60565 0.42548 4.07742
H -3.98823 1.70827 -2.71565
C -5.49963 0.83927 -1.43504
H 0.43940 0.12451 3.95824
H 0.95734 0.75451 -2.54124
C -2.29717 1.92772 3.05479
H -0.18510 -3.80977 3.38295
C 2.50867 -2.18000 0.42429
O -1.97475 -3.14529 1.62249
C -3.13823 0.86840 -0.92389
H 0.56897 -4.81730 2.12811
H 3.89037 -4.65151 1.90565
H 3.65458 3.68409 -3.07144
O -0.86822 1.19204 -0.23684
H 0.19599 0.54718 -4.12782
C -4.19674 1.18886 -1.77828
H -1.73615 2.24490 -1.74682
H 1.62561 5.07237 -0.34527
H -4.87158 -0.67030 1.55400
H -2.55446 2.51954 3.94366
H -2.55025 -1.21677 -2.10027
H -2.44099 2.53554 2.15186
H -0.79366 0.78968 5.09748
C -0.00718 1.89518 2.22795
O -0.53249 -1.29403 1.14661
C 1.75705 2.59934 -0.73286
C -4.69532 -0.14662 0.61600
Cr 0.63323 0.00230 0.10759
*
```

Results of the Löwdin charge analysis, in e, for atoms 1 through 2:
1 H 0.085
2 H 0.076